No. 1
The following is a DFT calculation (ωB97M-V/def2-TZVPD) of C18H17ClF3N7O4 in the gas phase in a non-equilibrium geometry.

```
! wB97M-V def2-TZVPD RIJCOSX def2/J DEFGRID3
* xyz 0 1
O -0.783 -2.508 4.647
O 0.017 -3.818 0.521
F -3.078 1.974 2.083
F -3.090 3.549 0.597
F -4.940 2.414 1.058
Cl -4.306 -0.863 1.220
N 0.116 2.812 -4.590
N -1.064 2.653 -3.985
N 0.996 1.796 -4.239
O 1.957 1.998 0.241
O 2.799 -0.811 0.128
C -0.302 -2.202 3.558
C 0.189 -2.917 1.361
C 0.350 1.087 -3.361
C 0.756 -0.728 2.079
C 0.270 -0.929 3.352
C -2.704 -0.929 -0.994
C -1.913 -0.361 -2.025
C -2.386 1.850 -1.198
C -3.274 -0.144 -0.049
C -1.759 1.085 -2.130
C -3.081 1.290 -0.153
N -0.182 -3.155 2.645
N -0.942 1.531 -3.201
N 1.286 0.211 -2.933
N 0.746 -1.731 1.066
C 0.755 0.025 4.451
C -3.565 2.353 0.882
C 2.999 1.562 -0.643
C 1.247 -1.676 -1.354
C 2.850 0.072 -1.020
C 1.409 -0.132 -1.506
C 1.825 -1.875 0.049
H 2.240 2.161 1.129
H 1.342 0.218 1.890
H -2.891 -1.968 -0.996
H -1.471 -0.936 -2.831
H -2.257 2.874 -1.555
H -0.600 -4.053 2.890
H 2.187 0.331 -3.356
H -0.035 0.640 5.085
H 1.524 0.749 4.061
H 1.391 -0.558 5.067
H 4.027 1.795 -0.249
H 2.939 2.099 -1.589
H 0.160 -1.862 -1.327
H 1.628 -2.339 -2.191
H 3.493 -0.255 -1.813
H 0.757 0.453 -0.830
H 2.367 -2.833 0.057
*
```

SMILES string	Cc1cn([C@H]2C[C@H](Nc3nnnn3-c3ccc(Cl)c(C(F)(F)F)c3)[C@@H](CO)O2)c(=O)[nH]c1=O
ΔE to the lowest compared entry with this formula, charge and spin	62.4	kcal per mole
HOMO-LUMO gap	8.733	eV

No. 2
The following is a DFT calculation (ωB97M-V/def2-TZVPD) of C18H17F2N7OS in the gas phase in a non-equilibrium geometry.

```
! wB97M-V def2-TZVPD RIJCOSX def2/J DEFGRID3
* xyz 0 1
N 2.089 1.524 -2.113
O 0.810 -4.459 -0.541
F 0.334 4.318 2.142
F 1.277 4.665 0.359
C 2.552 0.512 -1.826
N -3.567 -0.157 -0.359
N -1.340 -1.003 -0.279
S 5.086 -2.537 -1.241
C 0.280 -3.378 -0.747
C -4.096 -1.372 -0.578
C -2.216 -0.042 -0.209
C 4.523 -0.906 -1.492
C 3.391 -3.038 -1.176
C -2.063 -4.400 -1.120
C -3.430 -3.799 -1.125
C 3.165 -0.758 -1.538
C 2.455 -2.001 -1.213
C -1.223 -3.358 -0.788
C -3.246 -2.534 -0.810
N 1.000 -2.232 -0.887
N -1.941 -2.188 -0.638
N -1.886 1.258 0.165
N -1.753 3.841 0.686
C 1.197 1.605 2.430
C 1.927 2.641 1.445
C -0.205 1.134 1.958
C 0.714 3.634 1.065
C -0.600 1.673 0.551
C -0.521 3.179 0.294
H -5.178 -1.495 -0.814
H 5.214 -0.144 -1.697
H 3.181 -4.111 -1.132
H -1.716 -5.407 -1.318
H -4.372 -4.307 -1.179
H 0.393 -1.417 -1.042
H -2.646 1.990 0.221
H -1.999 3.667 1.644
H -1.743 4.926 0.534
H 1.035 2.051 3.347
H 1.729 0.733 2.844
H 2.188 2.243 0.454
H 2.736 3.235 1.958
H -1.004 1.550 2.654
H -0.370 0.004 1.988
H 0.108 1.289 -0.179
H -0.265 3.370 -0.698
*
```

SMILES string	N#Cc1cscc1NC(=O)c1ccc2cnc(N[C@@H]3CCCC(F)(F)[C@@H]3N)nn12
ΔE to the lowest compared entry with this formula, charge and spin	30.4	kcal per mole
HOMO-LUMO gap	8.234	eV

No. 3
The following is a DFT calculation (ωB97M-V/def2-TZVPD) of a molecular structure, C18H17F5N5NiO2Te in a non-equilibrium geometry.

```
! wB97M-V def2-TZVPD RIJCOSX def2/J DEFGRID3
* xyz 1 3
Ni -1.334 -0.784 -0.049
C -3.837 -4.242 0.834
C -3.442 -2.803 0.921
O -2.660 -2.319 0.091
N -3.947 -2.069 1.923
C -3.651 -0.655 2.093
C -2.318 -0.426 2.766
C -2.230 -0.111 4.110
C -0.978 0.020 4.694
C 0.149 -0.191 3.919
C -0.019 -0.494 2.581
N -1.222 -0.590 2.010
H -3.836 -4.546 -0.209
H -4.807 -4.436 1.287
H -3.077 -4.833 1.350
H -4.564 -2.517 2.581
H -4.452 -0.206 2.674
H -3.661 -0.179 1.108
H -3.130 0.025 4.693
H -0.888 0.276 5.740
H 1.142 -0.125 4.337
H 0.828 -0.688 1.936
F -1.217 -4.062 -1.727
Te -0.153 -2.562 -1.940
F -0.541 -2.787 -3.732
F 1.315 -3.658 -2.122
F -1.636 -1.278 -2.049
F 0.881 -1.117 -2.540
O 0.123 -2.137 -0.204
N 7.589 3.787 -3.012
C 6.509 3.490 -2.761
C 5.157 3.120 -2.438
C 4.209 4.109 -2.190
C 2.913 3.755 -1.862
C 2.571 2.413 -1.795
C 3.502 1.419 -2.062
C 4.801 1.775 -2.376
N 1.236 2.044 -1.452
C 0.074 2.658 -1.871
C -0.945 1.955 -1.321
N -0.425 0.935 -0.548
C 0.886 1.016 -0.664
H 4.492 5.150 -2.244
H 2.182 4.520 -1.640
H 3.206 0.378 -2.067
H 5.537 1.013 -2.591
H 0.074 3.494 -2.546
H -2.003 2.114 -1.429
H 1.597 0.349 -0.208
*
```

ΔE to the lowest compared entry with this formula, charge and spin	0.0	kcal per mole
⟨S²⟩	2.0040
HOMO-LUMO gap (alpha / beta)	8.884 / 8.389	eV

No. 4
The following is a DFT calculation (ωB97M-V/def2-TZVPD) of 2 unconnected molecules or ions with the total composition C18H17N3 in a non-equilibrium geometry.

```
! wB97M-V def2-TZVPD RIJCOSX def2/J DEFGRID3
* xyz 0 1
C 2.791 2.769 -0.496
C 2.512 1.317 -0.452
N 3.478 0.363 -0.382
C 2.901 -0.904 -0.320
C 1.503 -0.741 -0.368
C 0.673 -1.855 -0.206
C 1.244 -3.097 -0.058
C 2.632 -3.256 -0.033
C 3.468 -2.170 -0.152
C 1.245 0.686 -0.465
C -0.001 1.339 -0.376
C -1.292 0.727 -0.476
C -1.585 -0.300 -1.398
C -2.805 -0.930 -1.383
C -3.788 -0.565 -0.470
C -5.080 -1.301 -0.414
C -3.531 0.489 0.403
C -2.321 1.133 0.397
H 1.879 3.364 -0.515
H 3.371 3.077 0.374
H 3.366 3.021 -1.387
H 4.482 0.524 -0.312
H -0.393 -1.733 -0.147
H 0.607 -3.961 0.049
H 3.050 -4.240 0.108
H 4.537 -2.276 -0.098
H 0.019 2.361 -0.036
H -0.835 -0.595 -2.111
H -3.013 -1.727 -2.078
H -5.750 -0.869 0.333
H -5.589 -1.269 -1.379
H -4.912 -2.347 -0.150
H -4.289 0.784 1.108
H -2.111 1.903 1.119
N 0.249 2.119 2.748
C 1.387 2.612 2.857
N 2.467 3.100 2.973
H -0.567 2.446 3.191
*
```

ΔE to the lowest compared entry with this formula, charge and spin	35.0	kcal per mole
HOMO-LUMO gap	4.225	eV